{
  "formula": "C6H10O",
  "method": "wB97M-V/def2-TZVPD",
  "symbols": ["O", "C", "C", "C", "C", "C", "C", "H", "H", "H", "H", "H", "H", "H", "H", "H", "H"],
  "positions_angstrom": [[-2.876, 0.612, -0.334], [1.573, 0.018, 0.599], [-0.812, -0.449, -0.617], [0.642, -0.109, -0.662], [2.797, 0.363, 0.304], [1.070, -0.691, 1.798], [-1.659, 0.682, -0.512], [-1.760, -1.281, -3.113], [1.613, -0.407, 2.702], [-0.037, -0.471, 1.938], [0.785, 0.826, -1.227], [-1.737, -0.553, -2.972], [1.007, -0.766, -1.474], [-1.154, -1.409, -0.264], [1.089, -1.784, 1.729], [-1.242, 1.695, -0.732], [3.577, 0.710, 0.980]],
  "forces_ev_per_a": [[0.56, 0.02, 0.11], [2.97, -0.85, -1.13], [2.97, 1.23, 1.92], [-2.64, 0.15, -3.94], [-1.86, -0.46, 2.34], [-1.40, -0.12, 1.07], [-2.35, 0.65, -0.56], [-0.04, -0.02, -0.12], [-0.05, 0.00, -0.13], [0.96, 0.11, -0.30], [-0.50, 0.06, 0.57], [-0.05, -0.05, -0.10], [0.86, -0.55, 1.20], [-0.18, -0.20, -0.19], [0.27, 0.14, -0.32], [0.29, -0.46, 0.24], [0.18, 0.35, -0.67]],
  "lowdin_charge": [-0.002, -0.382, -0.094, -0.202, 0.181, -0.063, -0.352, 0.056, 0.082, 0.107, 0.110, 0.039, 0.136, 0.108, 0.094, 0.128, 0.054],
  "total_energy_ev": -8423.6374,
  "gap_ev": 4.65,
  "e_above_lowest_kcal_mol": 175.3,
  "largest_force_ev_per_a": 4.7
}